This record from OMol25 describes a gas-phase ion, CH5N4O2 (charge -1) in a non-equilibrium geometry. The level of theory is ωB97M-V/def2-TZVPD.

Positions of all 12 atoms, in Å:
N 0.3518 -1.6385 -0.4221
N 0.1775 -0.9372 0.7966
N -0.6510 0.1987 0.6795
N 0.0368 1.4372 0.3208
C -2.0368 -0.1477 0.1335
O -2.5782 0.8221 -0.3586
O -2.3781 -1.3182 0.0800
H -0.3698 -2.3374 -0.4423
H 0.2133 -0.9802 -1.2185
H 1.0580 -0.7509 1.0934
H -0.0283 2.1051 1.0523
H -0.1718 1.8349 -0.5922

Its structure (SMILES) is NNN(N)C(=O)[O-]. The energy relative to the best compared isomer or geometry (same formula, charge and spin) comes out at 27.7 kJ/mol. The calculation puts the LUMO energy at 4.5 eV. For the energy, the calculation gives -410.5802 Ha. The net charge is -1.

Atom charges from the Mulliken analysis, given in e for atoms 1 to 5: N -0.705; N -0.331; N 0.128; N -0.533; C 0.502


This record from OMol25 describes 3 unconnected molecules or ions with the total composition CH5N4O2 in a non-equilibrium geometry. The level of theory is ωB97M-V/def2-TZVPD.

Positions of all 12 atoms, in Å:
C 0.8951 -2.9920 -1.0693
N 1.2321 -4.0559 -1.3929
N -0.4699 0.2374 -0.9025
N -0.0845 2.4168 -0.2950
N -0.3121 1.2852 -0.5016
O 0.5292 -1.9881 -0.6413
O -0.8746 2.5064 2.0157
H -0.2704 3.0187 2.5909
H 1.6824 -4.7524 -1.9084
H -0.0516 -0.7532 -0.8944
H -1.7342 2.2822 2.3965
H -0.5414 2.7949 0.6023

The energy relative to the best compared isomer or geometry (same formula, charge and spin) comes out at 122.7 kJ/mol. The calculation puts the LUMO energy at -3.8 eV. For the energy, the calculation gives -410.2463 Ha. The net charge is +1.

Atom charges from the Mulliken analysis, given in e for atoms 1 to 5: C 0.445; N -0.191; N -0.543; N -0.633; N 1.081


This record from OMol25 describes 2 unconnected molecules or ions with the total composition CH5N5O in a non-equilibrium geometry. The level of theory is ωB97M-V/def2-TZVPD.

Positions of all 12 atoms, in Å:
C 0.0097 0.2226 -0.8166
N -1.9657 -1.5348 2.9820
N -2.0533 -1.1784 1.8293
N 1.2729 0.0945 -1.4178
N -0.1261 0.5273 0.3799
N -2.0819 -0.5410 0.9047
O -1.0622 -0.3382 -1.5344
H -1.1077 -1.9895 3.1532
H 2.0475 0.6359 -1.1194
H 1.3365 -0.3433 -2.3677
H 0.6150 0.9731 0.7872
H -1.7079 -0.5308 -0.8095

The energy relative to the best compared isomer or geometry (same formula, charge and spin) comes out at 80.7 kJ/mol. The calculation puts the LUMO energy at 0.8 eV. For the energy, the calculation gives -390.0302 Ha.

Atom charges from the Mulliken analysis, given in e for atoms 1 to 5: C 0.544; N -0.741; N 0.882; N -0.416; N -0.528


This record from OMol25 describes 3 unconnected molecules or ions with the total composition CH5N5O2 in a non-equilibrium geometry. The level of theory is ωB97M-V/def2-TZVPD.

Positions of all 13 atoms, in Å:
C 0.5710 1.6967 2.1065
N 0.4007 2.8083 2.0166
N 0.2532 0.0880 -0.7642
N -1.1475 -5.7326 -2.5704
N -0.0462 3.9760 2.0869
N 0.9432 -0.6576 -1.4198
O -0.2965 -5.8365 -1.8325
O -1.9570 -5.4571 -3.2862
H -0.7946 -0.1721 -0.8716
H 0.3713 4.7068 1.4818
H -1.0668 4.1738 2.0473
H 0.8505 0.6174 2.3801
H 1.9186 -0.2110 -1.3747

The energy relative to the best compared isomer or geometry (same formula, charge and spin) comes out at 86.3 kJ/mol. The calculation puts the LUMO energy at -10.2 eV. For the energy, the calculation gives -464.3945 Ha. The net charge is +2.

Atom charges from the Mulliken analysis, given in e for atoms 1 to 5: C -0.030; N 0.458; N -0.100; N 1.299; N -0.583


This record from OMol25 describes 2 unconnected molecules or ions with the total composition CH5NO in a non-equilibrium geometry. The level of theory is ωB97M-V/def2-TZVPD.

Positions of all 8 atoms, in Å:
C -1.4823 -0.5578 -0.0736
N -0.7168 0.4374 0.2555
H -2.0718 -1.1398 0.6496
H -1.5472 -0.8690 -1.1279
H -1.7107 0.8423 0.4665
O 1.9040 0.0235 -0.1457
H 2.2689 0.8677 -0.4288
H 1.0161 0.3144 0.1030

Its structure (SMILES) is C=N.O. The energy relative to the best compared isomer or geometry (same formula, charge and spin) comes out at 297.4 kJ/mol. The calculation puts the LUMO energy at -0.1 eV. For the energy, the calculation gives -170.9689 Ha.

Atom charges from the Mulliken analysis, given in e for atoms 1 to 5: C -0.254; N -0.575; H 0.275; H 0.217; H 0.283


This record from OMol25 describes a gas-phase ion, CH5NO2P (charge -1) in a non-equilibrium geometry. The level of theory is ωB97M-V/def2-TZVPD.

Positions of all 10 atoms, in Å:
C -0.9530 0.0078 0.8050
P -0.0495 -0.2082 -0.7560
N 1.5565 -0.1341 -0.0120
O -0.4952 -1.5116 -1.3785
O -0.2607 1.2428 -1.6005
H -1.2477 -0.8424 1.6174
H -0.6814 0.8697 1.2735
H -1.8241 0.1967 0.2364
H 2.3851 -0.4049 -0.5118
H 1.5700 0.7843 0.3265

Its structure (SMILES) is C[P@@](N)(=O)[O-]. The energy relative to the best compared isomer or geometry (same formula, charge and spin) comes out at 104.1 kJ/mol. The calculation puts the LUMO energy at 4.5 eV. For the energy, the calculation gives -587.7826 Ha. The net charge is -1.

Atom charges from the Mulliken analysis, given in e for atoms 1 to 5: C -0.894; P 0.806; N -0.612; O -0.735; O -0.808